ORCA calculation (the ωB97M-V functional and the def2-TZVPD basis) on the molecule C2H2N2O3 in a non-equilibrium geometry.

## Properties
Structure (SMILES): O=c1ncon1O
Relative energy (zero: lowest compared OMol25 entry of this formula, charge and spin): 113.4 kcal/mol
Kohn-Sham gap: 9.8418 eV
Maximum force: 7.44 eV Å⁻¹

Last column: Mulliken charge in e.
Element x y z (Å)
C (1.413, -0.607, -0.011)  0.231
C (-0.737, -0.877, 0.101)  0.568
H (-1.579, 2.111, -0.023)  0.405
H (2.477, -0.604, -0.385)  0.335
N (-0.423, 0.540, 0.668)  0.029
N (0.463, -1.491, -0.313)  -0.472
O (-0.678, 1.495, -0.542)  -0.470
O (0.949, 0.576, 0.387)  -0.193
O (-1.885, -1.143, 0.118)  -0.432